Entry 1:
Formula: C11H20FN2O
Source: OMol25
Level of theory: ωB97M-V/def2-TZVPD

```
35
Properties=species:S:1:pos:R:3:forces:R:3
C 1.59443 1.01194 -1.26338 -1.0 0.1 -0.3
C 0.24155 0.54198 -1.93310 1.3 0.5 -0.3
C -0.46816 -0.19674 0.25051 -0.3 -0.5 0.1
C 1.83329 0.47628 0.11530 1.2 -0.6 -1.1
C 0.58790 0.59449 1.00368 -0.7 -0.4 -1.0
C -0.25517 0.78276 -3.36018 0.5 -0.4 1.3
C -1.21392 1.96219 2.14845 -2.3 -0.5 -1.8
C -2.27529 -1.90585 -0.01259 -0.7 0.4 -1.4
C -1.27993 -1.45804 2.13535 -2.7 1.9 1.7
C 3.13394 -1.46269 -0.81031 0.1 2.6 1.2
C -0.06519 2.01196 1.20276 2.6 -0.8 1.1
N -0.68628 0.02989 -1.03627 0.8 0.2 -2.5
N -1.28142 -1.09799 0.74257 -2.1 -1.9 1.5
O 2.01372 -1.01605 -0.01125 -0.7 1.4 -0.6
F 2.62535 1.32077 -2.09439 -1.2 -0.6 0.9
H 2.71377 0.94001 0.62504 -0.5 -0.4 -0.6
H 0.92904 0.07393 1.90976 -0.7 0.3 0.0
H -1.01479 -0.05454 -3.44325 0.1 1.7 -0.6
H 0.45269 0.68843 -4.19990 0.2 -0.4 0.8
H -0.49933 1.87058 -3.40735 -1.0 -0.9 -0.2
H -1.63815 2.93126 2.31988 0.1 0.7 0.2
H -0.98239 1.51884 3.08425 0.1 -0.5 0.8
H -2.08500 1.43524 1.59540 1.2 0.4 1.2
H -3.11770 -1.30432 -0.41006 0.4 0.3 0.3
H -1.83352 -2.34020 -0.91987 0.2 -0.2 0.4
H -2.83108 -2.70376 0.53098 1.2 0.7 0.2
H -1.02508 -0.62386 2.74781 0.8 0.7 0.2
H -2.31424 -1.61915 2.63876 1.4 -0.4 -1.6
H -0.60477 -2.21140 2.30765 1.3 -2.1 0.6
H 3.97094 -1.06499 -0.29604 1.3 0.4 0.3
H 3.28014 -1.18960 -1.84475 -1.0 0.3 -0.4
H 3.17803 -2.46830 -0.67065 -0.1 -3.0 0.1
H 0.75168 2.64591 1.58757 -0.4 0.1 -0.2
H -0.36812 2.37386 0.25459 -0.2 0.5 -1.0
H -1.46695 -0.49283 -1.48697 0.8 0.8 0.6
```
Positions in Å, forces in eV/Å.

Summary:
Maximum force ... 3.7 eV/A
Lowest unoccupied orbital energy (spin up / spin down) ... -2.45 / -4.79 eV
Frontier orbital gap (spin up / spin down) ... 7.37 / 8.78 eV
M ... 215.3 Da
Multiplicity ... 3
HOMO level (spin up / spin down) ... -0.36092 / -0.49871 Ha
Total charge ... +1

Löwdin atomic charge list, values in e, 8 entries: -0.075 -0.116 -0.244 -0.207 -0.151 -0.008 -0.088 -0.007

***

Entry 2:
Formula: C11H20N2
Source: OMol25
Level of theory: ωB97M-V/def2-TZVPD

```
33
Properties=species:S:1:pos:R:3:forces:R:3
C -2.03886 -0.52430 -1.54671 -0.5 -2.5 -0.1
C -1.31823 0.49553 -1.03585 -0.3 1.5 -0.5
C 0.71211 -0.37472 -0.18726 -0.3 -0.5 -1.8
C 1.90960 -0.44002 0.63735 1.2 -1.3 1.4
C -0.45165 -3.98446 -0.93997 0.2 0.6 1.6
C 0.22835 1.65753 2.00746 2.4 -2.6 -1.2
C 1.00788 2.82256 -0.21638 2.0 0.0 -0.2
C -1.36280 2.64554 0.61449 -0.4 1.3 -3.3
C 0.50162 -1.55467 -1.00997 -0.5 -3.2 3.0
C -0.23262 -2.69808 -0.05991 -0.2 0.0 -2.2
C -0.06154 1.91472 0.46281 1.6 -0.8 2.2
N -2.71225 -1.36143 -1.99123 -0.1 -0.1 -0.1
N -0.18841 0.57341 -0.25838 0.0 0.8 0.1
H -1.75435 1.36224 -1.48498 0.5 1.1 0.5
H 2.78591 -1.11213 0.28148 -2.0 0.8 0.3
H 1.58298 -0.76052 1.66299 0.8 0.2 -0.6
H 2.31792 0.52277 0.65608 0.9 1.4 0.6
H -1.32455 -3.71663 -1.53324 0.2 -0.7 -0.6
H -0.68542 -4.80504 -0.22270 -0.1 0.4 -0.7
H 0.47597 -4.29761 -1.48439 -1.0 0.5 0.1
H -0.38349 0.91097 2.56166 -0.7 1.1 -0.7
H 1.20365 1.13014 2.16746 -0.5 1.1 -0.2
H 0.30121 2.63317 2.38927 -0.1 0.9 1.2
H 0.90834 3.79292 0.22564 -0.2 0.7 0.5
H 0.87107 3.04253 -1.29552 -0.4 -0.7 0.5
H 2.17161 2.65224 -0.11787 -2.4 -0.5 0.1
H -1.53503 3.22373 -0.32682 -0.1 -0.1 0.7
H -2.13251 1.93689 0.59115 -1.3 -1.0 0.5
H -1.47210 3.33063 1.43187 0.4 0.1 0.5
H -0.00742 -1.45430 -1.90134 -1.1 0.4 -1.8
H 1.34823 -2.21844 -1.11729 1.0 0.9 -0.6
H 0.53033 -2.95253 0.64102 0.2 0.1 1.1
H -1.19555 -2.39262 0.39909 0.7 0.0 -0.2
```
Positions in Å, forces in eV/Å.

Summary:
Maximum force ... 4.4 eV/A
Lowest unoccupied orbital energy ... 0.50 eV
Frontier orbital gap ... 7.19 eV
M ... 180.3 Da
Multiplicity ... 1
HOMO level ... -0.24597 Ha
Energy relative to the best compared isomer or geometry (same formula, charge and spin) ... 41.07 kcal/mol

Löwdin atomic charge list, values in e, 8 entries: -0.345 -0.165 -0.285 -0.040 -0.108 -0.030 -0.026 -0.077

***

Entry 3:
Formula: C11H20N2O3
Source: OMol25
Level of theory: ωB97M-V/def2-TZVPD

```
36
Properties=species:S:1:pos:R:3:forces:R:3
C 0.78254 -1.97290 2.12226 1.6 -0.4 0.3
C 0.02796 -2.28863 0.83018 -0.2 0.3 0.7
C 0.83892 -2.20508 -0.46228 0.2 0.0 -0.5
C 1.93844 -3.25264 -0.49988 1.0 -0.6 0.7
C 1.43062 -0.77278 -0.70005 0.0 0.3 0.7
N 0.31553 0.19868 -0.67098 1.6 -0.1 -0.7
C 0.30703 1.12851 0.32654 -2.5 1.2 -1.6
O 0.95393 1.13363 1.33673 0.5 0.0 0.5
C -0.81207 2.21208 -0.01379 1.4 -0.7 0.1
C -1.43773 2.81159 1.22833 -1.5 0.4 0.0
C -2.88700 3.15337 0.73734 -0.1 0.6 0.0
C -2.98019 2.67932 -0.73937 0.3 0.0 -0.5
N -1.89483 1.65738 -0.86004 -0.5 0.3 0.4
C 2.17798 -0.64069 -2.03833 -1.1 -1.4 -0.8
O 1.58198 -0.52703 -3.09655 0.8 0.5 1.1
O 3.50613 -0.88774 -1.97227 -0.6 0.6 0.5
H 1.72350 -2.57074 2.23628 -0.7 0.2 -0.3
H 0.21665 -2.27509 3.01028 -0.2 0.5 -0.2
H 1.14832 -0.92481 2.17791 -0.7 -0.6 0.1
H -0.86605 -1.65610 0.82369 0.2 0.2 -0.4
H -0.40372 -3.28366 0.89969 0.2 -0.4 -0.1
H 0.14499 -2.42117 -1.28469 0.1 0.2 0.0
H 1.64289 -4.29527 -0.53220 -0.9 -0.1 0.1
H 2.57275 -3.23778 0.41760 -0.2 0.4 -0.8
H 2.56747 -3.19833 -1.38312 0.3 0.5 0.0
H 2.13322 -0.52636 0.13513 -0.6 -0.2 -0.6
H -0.03069 0.53841 -1.58954 0.1 -0.6 1.0
H -0.28940 3.02371 -0.60270 -0.6 -0.7 0.5
H -0.89315 3.66995 1.59368 0.1 0.3 0.0
H -1.58554 2.15213 2.08665 0.6 -0.4 -0.3
H -3.62307 2.65159 1.37433 0.1 -0.3 -0.3
H -3.14835 4.20161 0.85865 0.2 0.3 -0.2
H -3.96296 2.20801 -0.95537 0.7 0.3 0.0
H -2.78209 3.47074 -1.53825 -0.3 -0.8 1.3
H -2.27967 0.82500 -0.39533 0.5 0.2 -0.2
H 3.86566 -0.77892 -2.86054 0.0 -0.1 -0.3
```
Positions in Å, forces in eV/Å.

Summary:
Maximum force ... 3.2 eV/A
Lowest unoccupied orbital energy ... 0.70 eV
Frontier orbital gap ... 10.27 eV
M ... 228.3 Da
Multiplicity ... 1
HOMO level ... -0.35199 Ha
Structure (SMILES) ... CC[C@H](C)[C@H](NC(=O)[C@@H]1CCCN1)C(=O)O
Energy relative to the best compared isomer or geometry (same formula, charge and spin) ... 17.47 kcal/mol

Löwdin atomic charge list, values in e, 8 entries: -0.099 -0.222 -0.312 -0.064 -0.171 0.105 -0.434 0.079

***

Entry 4:
Formula: C11H20N2O3
Source: OMol25
Level of theory: ωB97M-V/def2-TZVPD

```
36
Properties=species:S:1:pos:R:3:forces:R:3
C -2.34522 2.46310 0.41197 -0.2 1.8 0.5
C -1.99599 1.57494 -0.77463 0.8 -1.1 -0.3
C -2.26783 0.09167 -0.54919 -0.6 -1.7 0.4
C -3.74800 -0.33925 -0.08697 -0.2 -1.6 -1.0
C -1.35177 -0.52897 0.61964 1.3 -0.6 -6.3
N 0.05576 -0.28251 0.27470 4.0 4.6 0.3
C 0.82943 -0.54815 -0.88819 -0.9 -0.1 3.2
O 0.55665 -1.31080 -1.78594 -1.0 -0.5 -0.8
C 2.24067 0.02151 -0.87221 -0.7 3.5 -2.0
C 3.31675 -0.94766 -0.73122 2.6 -2.1 0.0
C 3.42729 -1.03602 0.78878 -1.0 -1.7 2.1
C 3.58921 0.46988 1.17374 0.9 -2.0 -1.6
N 2.65588 0.93781 0.13045 -1.0 5.5 3.7
C -1.51441 -2.07031 0.55138 -1.8 1.7 0.7
O -1.99902 -2.42495 1.58892 0.0 -2.6 0.1
O -1.40198 -2.75247 -0.62142 1.2 2.4 0.8
H -3.48426 2.60824 0.70131 2.4 -0.7 -0.7
H -1.72082 2.15917 1.30246 -1.0 0.3 -0.7
H -1.96353 3.50061 0.14483 -0.6 -1.0 0.5
H -0.86300 1.56618 -0.98584 -1.6 0.7 0.2
H -2.51141 1.83839 -1.71159 0.2 0.3 0.4
H -1.93706 -0.46709 -1.53752 -1.1 1.1 1.9
H -3.76042 -1.52843 -0.46097 -0.7 3.3 1.2
H -3.96703 -0.27810 1.04666 0.9 -0.3 -1.7
H -4.60803 0.28011 -0.53464 1.4 -1.1 0.1
H -1.69831 -0.13242 1.52081 0.3 0.2 1.6
H 0.58626 0.72088 0.65958 -2.1 -3.9 -0.8
H 2.28769 0.65590 -1.81314 -0.1 -1.3 0.4
H 4.29502 -0.41972 -0.98252 -1.2 -1.0 -0.6
H 3.15658 -1.94597 -1.22080 0.3 1.1 0.3
H 4.24551 -1.69679 1.19369 -0.8 0.6 -0.6
H 2.37445 -1.48794 1.18193 2.4 1.2 -0.5
H 4.70427 0.75831 0.91875 -2.0 -0.2 0.7
H 3.36508 0.64223 2.24560 -0.2 0.3 -0.8
H 2.31884 1.97683 0.30875 0.7 -3.2 -1.3
H -0.86726 -2.06820 -1.20716 -0.6 -1.9 0.5
```
Positions in Å, forces in eV/Å.

Summary:
Maximum force ... 6.7 eV/A
Lowest unoccupied orbital energy ... 0.39 eV
Frontier orbital gap ... 9.38 eV
M ... 228.3 Da
Multiplicity ... 1
HOMO level ... -0.33049 Ha
Structure (SMILES) ... CC[C@H](C)[C@H](NC(=O)[C@@H]1CCCN1)C(=O)O
Energy relative to the best compared isomer or geometry (same formula, charge and spin) ... 99.66 kcal/mol

Löwdin atomic charge list, values in e, 8 entries: -0.120 -0.264 -0.322 -0.063 -0.205 0.093 -0.421 0.072